DFT (ωB97M-V with the def2-TZVPD basis set) results for C22H28BrMnN6O2S2 as an isolated structure at a distorted geometry.

The geometry in XYZ format:
```
62
Properties=species:S:1:pos:R:3:forces:R:3
Mn 0.2305 0.6837 -1.2054 0.786 2.168 0.488
O 1.2422 1.7383 0.9384 -0.710 -0.541 -0.875
C 1.4426 3.1055 0.9899 -0.615 0.810 0.577
C 2.3282 3.6035 1.9271 0.190 -0.434 0.746
C 2.4968 4.9690 2.0978 0.418 0.668 0.148
C 1.7691 5.8430 1.3010 0.366 0.553 0.003
C 0.8938 5.3668 0.3289 -0.548 0.155 -0.128
C 0.6632 3.9936 0.1915 1.004 -0.343 -0.156
C -0.1389 3.4485 -0.9859 -0.058 0.681 1.822
O 0.6229 2.5204 -1.6293 -0.123 -2.589 -0.940
N -1.4299 2.9057 -0.5996 -1.000 -0.321 0.699
N -1.5309 1.5562 -0.6582 -0.920 -0.758 0.289
C -2.6350 0.9357 -0.3172 0.896 0.480 -0.682
C -2.7564 -0.4656 -0.5349 -2.429 -1.336 1.102
Br -1.1191 -1.4542 -0.7552 0.151 0.288 0.131
C -3.9590 -1.1807 -0.3971 1.706 1.175 -1.131
C -5.2796 -0.6380 -0.6396 0.347 1.335 -0.482
C -6.4259 -1.3350 -0.2557 0.122 -1.565 0.705
C -7.6916 -0.8124 -0.4339 -0.740 0.478 0.255
C -7.8419 0.5024 -0.9025 1.504 -0.665 0.457
C -6.7032 1.2372 -1.2616 -0.005 -0.700 -0.196
C -5.4432 0.6354 -1.2744 -0.242 0.399 0.754
H 1.7176 1.2243 1.6104 -0.073 0.481 0.022
H 2.8156 2.9049 2.6279 -0.090 0.297 -0.480
H 3.2230 5.3890 2.8330 -0.769 -0.584 -0.607
H 1.9448 6.9154 1.4201 -0.219 -0.364 -0.127
H 0.3524 6.0949 -0.3258 0.530 -0.809 0.601
H -0.4447 4.2351 -1.6498 0.542 0.784 -0.641
H -1.9944 3.3623 0.1286 0.593 -0.160 -0.426
H -3.5267 1.4513 0.0883 0.756 -0.104 -0.285
H -3.9042 -2.2409 -0.2496 0.114 -0.500 0.005
H -6.3070 -2.3401 0.2368 -0.160 1.140 -0.593
H -8.5848 -1.3620 -0.0946 0.636 0.202 -0.323
H -8.7930 0.9716 -0.9246 -0.735 0.229 -0.092
H -6.8369 2.2706 -1.5337 0.140 0.103 -0.377
H -4.5920 1.2159 -1.6830 -0.694 -0.656 0.219
S 2.2968 -2.5269 1.9478 -0.092 1.067 0.533
C 2.0427 -3.8910 1.0311 0.397 -0.826 -0.759
N 2.5222 -3.9455 -0.2387 -0.159 0.395 -0.284
C 2.5455 -5.2002 -0.9821 -0.374 0.077 -0.900
C 1.2522 -5.9702 -0.7342 0.564 -0.503 0.772
C 1.1750 -6.2386 0.7655 -0.685 0.515 0.386
N 1.4455 -5.0010 1.5197 -0.018 0.761 -0.186
H 2.9342 -3.0877 -0.6556 -0.536 -1.164 0.846
H 3.4016 -5.7971 -0.6748 0.128 -0.113 -0.063
H 2.6375 -4.9590 -2.0481 0.156 -0.076 0.259
H 1.1615 -6.9145 -1.2665 0.568 -0.119 -0.046
H 0.3877 -5.4313 -1.0731 -0.394 0.710 0.016
H 1.8867 -6.9678 1.1463 -0.019 -0.365 -0.445
H 0.1544 -6.5547 1.0227 0.346 -0.087 0.051
H 1.1494 -4.9462 2.4911 0.193 0.032 -0.416
C 5.6443 0.6779 0.7509 -0.664 -0.514 -0.283
N 4.4561 0.0674 0.0929 -0.887 0.726 0.113
C 3.5589 0.7487 -0.6550 1.823 0.460 0.884
N 3.7450 2.0637 -0.8103 -1.318 -0.059 -0.989
S 2.3836 -0.1915 -1.5613 -0.147 0.084 0.104
H 6.2759 -0.1421 1.0878 -0.225 0.052 0.269
H 5.3680 1.3437 1.5829 0.134 -0.237 -0.279
H 6.2268 1.1788 -0.0018 0.137 0.519 -0.267
H 4.1108 -0.7881 0.5199 -0.068 -0.313 -0.249
H 4.3486 2.6531 -0.2428 -0.056 -0.560 -0.029
H 3.0848 2.5693 -1.4223 0.526 -0.458 0.480
```
Forces are in eV/Å.

- calculated total energy (hartree) = -5854.99820
- charge = +2
- LUMO level (alpha / beta) (Ha) = -0.320 / -0.256
- energy above the lowest of the compared OMol25 structures with the same formula, charge and spin (kJ/mol) = 0.00
- HOMO energy (alpha / beta) (eV) = -12.81 / -12.81
- ⟨S²⟩ = 6.19
- multiplicity = 5